Density functional theory data (wB97M-V/def2-TZVPD) for an isolated molecule of C4H6FNO in a non-equilibrium geometry.

```
13
Properties=species:S:1:pos:R:3:forces:R:3
O -0.245553 -1.386837 -1.924954 -0.1 -0.7 -0.2
F -0.382216 -2.188144 1.518178 0.2 0.9 -0.1
H 1.272105 -1.226845 0.805080 -0.8 0.0 0.6
H 0.507691 -0.444693 2.222156 -0.7 -0.5 -0.7
C -0.016712 1.295344 -0.127157 -0.1 0.4 2.3
C -0.458028 -0.163241 0.262164 -2.4 0.9 0.1
H 0.606746 1.255574 -2.243569 -0.9 -0.5 0.8
H 0.953990 1.501158 0.341808 -0.1 0.3 -0.3
C -0.251340 -0.432758 -1.210047 0.4 -0.7 -0.7
N 0.016708 0.872384 -1.477907 1.1 0.9 -2.2
C 0.270434 -0.972887 1.260376 2.5 -0.7 0.3
H -1.534487 -0.226137 0.502251 0.3 0.2 -0.1
H -0.739338 2.117082 0.071622 0.5 -0.6 0.1
```
Positions in Å, forces in eV/Å.

Computed properties:
Frontier orbital gap: 10.740 eV
SMILES: O=C1NC[C@@H]1CF
ΔE to the lowest compared entry with this formula, charge and spin: 13.2 kcal/mol
Largest force on an atom: 2.6 eV/A



Density functional theory data (wB97M-V/def2-TZVPD) for the ion C6H7O9 with charge -1 in a non-equilibrium geometry.

```
22
Properties=species:S:1:pos:R:3:forces:R:3
O 2.490785 0.970633 2.387057 1.2 0.0 -0.1
O -3.736944 0.879594 -0.418810 0.2 0.9 -1.4
H -0.018121 -1.091291 0.047576 -0.8 -1.7 0.7
O -2.437290 -2.137334 -0.495348 0.5 -0.1 0.1
C -2.786267 0.231728 -0.666101 1.5 -2.3 3.0
H 1.358739 1.550547 0.230489 0.4 0.0 -0.7
C -2.349945 -1.079916 0.114915 -1.8 0.2 -0.1
H 1.694297 1.410672 2.654589 -0.9 0.3 0.3
H 2.975704 -0.149783 0.767158 -0.3 -0.8 0.7
O -0.076841 0.090448 -2.849816 0.9 -0.9 3.9
O -2.054298 -0.807267 1.310151 0.6 -0.2 -0.2
C 0.960180 0.605030 0.591630 1.0 -0.4 0.1
O -1.624228 0.654922 -1.355070 0.0 1.4 -0.9
H 1.712623 -0.856287 2.067942 0.5 -0.2 -1.1
O 1.692326 -1.022173 -1.062963 -1.3 0.7 -0.2
C 2.118545 -0.023441 1.450011 -0.9 1.0 -0.4
H 1.728067 -0.584439 -1.915382 0.6 -0.3 -0.6
C 0.525727 -0.397709 -0.511446 0.7 1.0 -0.4
O -0.039391 1.010144 1.429213 -3.6 -2.1 1.7
O -0.882377 0.461514 -3.860790 -0.8 0.4 -0.3
C -0.463709 0.087857 -1.582241 0.2 0.7 -2.8
H -0.787584 0.196550 1.667236 2.0 2.3 -1.3
```
Positions in Å, forces in eV/Å.

Computed properties:
Net charge: -1
Frontier orbital gap (alpha / beta): 8.748 / 8.750 eV
ΔE to the lowest compared entry with this formula, charge and spin: 49.2 kcal/mol
Largest force on an atom: 4.4 eV/A



Density functional theory data (wB97M-V/def2-TZVPD) for a structure of composition C36H33N4OsSi.

```
75
Properties=species:S:1:pos:R:3:forces:R:3
C -2.889501 1.392041 4.213967 0.0 0.0 0.0
H -3.717586 2.052838 4.432616 0.0 0.0 0.0
H -1.766670 2.328064 -4.954271 0.0 0.0 0.0
C -1.263869 1.315367 -3.145563 0.0 0.0 0.0
C 1.546570 2.364315 2.494748 0.0 0.0 0.1
C 3.341658 -0.649951 1.724246 0.0 0.0 0.0
C 2.447171 -1.559239 0.989661 0.0 0.0 0.0
C 2.691262 3.143133 2.591958 0.0 0.0 0.0
H 1.675079 1.655920 -0.829315 0.0 0.0 0.0
H 4.887904 -1.935448 -2.936527 0.0 0.0 0.0
N 1.420741 -1.542611 -1.257533 -0.2 -0.1 0.0
C -0.748797 -0.285283 3.664613 -0.1 0.0 0.0
C -1.859656 2.329821 -1.160567 0.0 0.0 0.0
C 1.534054 -1.797976 -2.590537 0.0 0.0 0.0
C 0.254682 -2.074315 -3.333676 0.0 0.0 0.0
H -4.845553 -1.778590 -3.100359 0.0 0.0 0.0
H 4.545016 -0.343710 3.452185 0.0 0.0 0.0
H -1.019041 -1.033065 5.657650 0.0 0.0 0.0
C 1.168663 1.801803 1.267919 -0.1 0.0 -0.1
C 3.707909 -2.329723 3.383220 0.0 0.0 0.0
C -3.318705 -0.675392 0.198200 0.0 0.0 0.0
H 3.499382 0.343523 1.318917 0.0 0.0 0.0
C 2.913855 -3.276797 2.708255 0.0 0.0 0.0
H 4.690174 -1.681197 -0.466469 0.0 0.0 0.0
H 0.505698 0.356677 -3.823385 0.0 0.0 0.0
H 4.342231 4.014271 1.535747 0.0 0.0 0.0
H -1.894244 2.289210 -0.080722 0.0 0.0 0.0
H 2.798281 -2.105236 -4.285661 0.0 0.0 0.0
C 3.459696 3.392423 1.460494 0.0 0.0 0.0
H -5.269424 -0.740029 1.040810 0.0 0.0 0.0
C -4.679657 -0.885385 0.146966 0.0 0.0 0.0
C -2.271420 1.444447 2.973030 0.0 0.0 0.0
C -1.190676 0.606998 2.680688 0.0 0.0 0.0
C -3.075123 -1.256252 -2.028872 0.0 0.0 0.0
C -0.570724 0.161695 -3.800187 0.0 0.0 0.0
C 2.326562 -2.925673 1.535076 0.0 0.0 0.0
Os -0.494960 -0.429374 -0.950624 0.1 0.2 0.0
N -0.785506 -1.076945 -3.009263 0.0 0.0 0.0
C -1.368947 -0.339758 4.904552 0.0 0.0 0.0
H 0.432169 -2.135209 -4.409969 0.0 0.0 0.0
H -2.921660 0.461152 6.145271 0.0 0.0 0.0
H -0.909042 0.034531 -4.831626 0.0 0.0 0.0
C -2.439085 0.500079 5.178119 0.0 0.0 0.0
H 3.677113 3.087069 -0.655690 0.0 0.0 0.0
H -2.833058 4.220493 -1.254725 0.0 0.0 0.0
C 3.915612 -1.027552 2.899379 0.0 0.1 0.0
C -4.438372 -1.458206 -2.150345 0.0 0.0 0.0
C -5.259624 -1.268432 -1.053046 0.0 0.0 0.0
H 4.185483 -2.621951 4.312264 0.0 0.0 0.0
H -0.095226 -3.053642 -3.002081 0.0 0.0 0.0
C -2.159740 -1.616149 -3.174920 -0.1 0.0 0.1
C 2.756890 -1.924956 -3.220266 0.0 0.0 0.0
H 0.091521 -0.950189 3.473231 0.0 0.0 0.0
H -2.587133 -1.300031 -4.128498 0.0 0.0 0.0
Si -0.251045 0.634766 1.083455 0.1 0.1 0.0
H -2.638120 2.155999 2.239725 0.0 0.0 0.0
C 3.809463 -1.680147 -1.095258 0.0 0.0 0.0
C -2.371166 3.433561 -3.209130 0.0 0.0 0.0
H 2.975145 3.573410 3.543317 0.0 0.0 0.0
C -2.395769 3.412847 -1.824291 0.0 0.0 0.0
H -2.794049 4.263287 -3.758965 0.0 0.0 0.0
C 2.557921 -1.545957 -0.523346 0.0 0.0 0.0
H 1.716855 -3.633957 0.985444 0.0 0.0 0.0
N -1.283641 1.291640 -1.793490 0.0 0.0 0.0
C 1.958906 2.069557 0.135899 0.1 0.0 0.0
N -2.515164 -0.847653 -0.868747 0.0 -0.1 0.0
C -1.800641 2.360447 -3.873717 0.0 0.0 0.0
H 1.417549 -1.152617 1.178338 0.0 0.0 0.0
H -2.098482 -2.705496 -3.205995 0.0 0.0 0.0
C 3.917277 -1.839437 -2.467778 0.0 0.0 0.0
H 2.796758 -4.271321 3.116158 0.0 0.0 0.0
H 0.938559 2.194699 3.376527 0.0 0.0 0.0
H -2.845421 -0.369641 1.118231 0.0 0.0 0.0
H -6.326725 -1.426202 -1.130746 0.0 0.0 0.0
C 3.089409 2.864609 0.225280 0.0 0.0 0.0
```
Positions in Å, forces in eV/Å.

Computed properties:
Net charge: +3
Frontier orbital gap: 5.830 eV
ΔE to the lowest compared entry with this formula, charge and spin: 16.5 kcal/mol
Largest force on an atom: 0.2 eV/A



Density functional theory data (wB97M-V/def2-TZVPD) for a cluster of 2 separate species, C2H8NO in total in a non-equilibrium geometry.

```
12
Properties=species:S:1:pos:R:3:forces:R:3
C -2.273196 -0.730151 -0.008342 -0.2 1.2 -0.6
H 1.417188 0.073089 -0.023638 -2.6 0.0 0.4
H 3.069918 -0.270550 -0.027104 0.2 0.1 0.3
C -1.020067 0.107293 -0.029839 -0.3 1.3 -1.1
H -2.978681 -0.307495 0.723199 0.0 -0.6 0.3
N 2.442806 0.529946 0.010168 1.3 -0.3 -0.5
H 2.698782 1.132080 -0.770794 -0.3 0.1 0.3
O 0.131220 -0.319368 0.420591 1.9 -0.7 0.3
H -2.838916 -0.612716 -0.950627 0.3 -0.1 0.0
H 2.491042 1.003522 0.907629 0.1 0.0 -0.1
H -1.039254 1.192823 -0.360503 -0.5 -1.1 0.3
H -2.100841 -1.798472 0.109265 0.1 0.1 0.4
```
Positions in Å, forces in eV/Å.

Computed properties:
Frontier orbital gap (alpha / beta): 4.123 / 8.007 eV
ΔE to the lowest compared entry with this formula, charge and spin: 31.8 kcal/mol
2S+1: 2
Largest force on an atom: 2.6 eV/A



Density functional theory data (wB97M-V/def2-TZVPD) for a structure of composition C22H15ClN8O4RuS in a non-equilibrium geometry.

```
52
Properties=species:S:1:pos:R:3:forces:R:3
N -5.185168 1.921583 3.116377 0.1 0.1 -0.1
C 0.803832 0.087756 2.143709 -0.1 0.4 0.3
Ru 0.722428 -1.181385 -0.247515 0.6 -1.1 0.5
H 0.396957 1.259121 -1.507029 0.0 0.0 0.0
C 0.294832 1.110201 -2.572429 0.0 -0.2 0.1
H 0.492776 -1.795513 -6.135520 0.0 0.0 0.0
H -5.716915 1.215867 2.634717 0.0 0.0 0.0
N 0.873114 -1.207519 1.780837 0.0 -0.3 -0.1
C 0.809637 -2.445558 -2.835283 0.1 -0.4 0.0
H -3.159754 2.886337 4.526626 0.0 0.0 0.0
N 0.658583 -1.265418 -2.317539 -0.3 1.4 -0.1
C -3.870663 2.076734 2.670528 -0.1 0.0 0.0
N 5.762685 -3.871608 1.931951 0.0 0.0 -0.1
C 0.537328 -1.644097 -5.063137 0.0 0.1 0.0
O 1.242396 -4.682833 -2.272090 -0.1 -0.1 0.2
S 0.396524 2.463682 1.207407 0.1 0.1 -0.5
O 1.199619 3.115497 2.199731 0.0 0.1 0.1
H 0.995843 -0.125964 5.363965 0.0 -0.1 0.0
N 0.748986 0.884438 1.055631 0.0 -0.8 -0.2
H -1.970393 1.646145 -0.107635 0.0 -0.1 0.0
C 1.171697 -1.811986 4.024103 0.0 0.1 0.1
C 0.345605 -0.345361 -4.528435 0.0 0.0 0.0
C 0.779756 -2.682843 -4.225115 0.0 -0.2 0.1
C 0.050110 2.182811 -3.375563 -0.1 0.1 -0.2
C -1.603064 2.802888 3.052230 0.0 0.0 0.0
H -4.283304 1.310824 0.703772 0.0 0.0 0.0
H 1.143187 -3.164477 2.326862 0.0 0.0 0.0
O 0.869429 -3.231770 -0.599455 -0.2 1.2 0.1
C 3.682409 -1.788036 0.031706 0.1 0.1 0.1
C -0.073182 2.019774 -4.775229 0.0 0.1 0.2
C 0.998083 -3.572093 -1.842007 0.1 -0.2 -0.3
C 1.072588 -2.146355 2.690730 0.0 -0.2 0.0
C 0.080492 0.787136 -5.335339 0.0 -0.2 -0.1
N 2.738597 -1.183109 -0.318897 0.2 0.0 0.2
C -3.532980 1.740589 1.357286 0.0 0.0 0.0
N 0.780790 0.475780 3.427263 0.1 0.1 0.0
H 0.004987 0.653465 -6.408581 0.0 0.0 0.0
H 0.926965 -3.696884 -4.566936 0.0 0.0 0.0
C -1.279152 2.449656 1.752639 0.0 -0.1 0.1
C -2.243851 1.920950 0.901917 0.0 0.1 0.0
H -5.297845 1.891752 4.115705 0.0 -0.1 0.0
Cl -1.555412 -1.212483 -0.147738 -0.5 -0.1 0.0
C 0.982197 -0.466842 4.332807 0.0 0.0 -0.1
C 0.432591 -0.179302 -3.130114 0.1 0.0 -0.2
C 5.257015 -3.161572 1.166991 -0.3 0.2 0.3
O 0.425334 2.988361 -0.136854 -0.1 0.0 0.0
N 4.786579 -2.334169 0.273919 0.4 -0.1 -0.5
C -2.898716 2.621558 3.507685 0.0 0.0 0.0
H -0.829215 3.206122 3.691746 0.0 -0.1 0.0
H 1.362706 -2.555558 4.782058 0.0 0.0 0.0
H -0.044258 3.158802 -2.917225 0.0 0.0 0.0
H -0.282778 2.874912 -5.405229 0.0 0.0 0.0
```
Positions in Å, forces in eV/Å.

Computed properties:
Net charge: -1
Frontier orbital gap (alpha / beta): 7.741 / 7.185 eV
ΔE to the lowest compared entry with this formula, charge and spin: 13.1 kcal/mol
2S+1: 2
Largest force on an atom: 1.4 eV/A



Density functional theory data (wB97M-V/def2-TZVPD) for an isolated molecule of C11H13NOS in a non-equilibrium geometry.

```
27
Properties=species:S:1:pos:R:3:forces:R:3
C -1.056322 0.956415 -0.411498 -0.7 -0.2 -0.2
H -1.599532 -2.904246 -0.582547 -0.2 0.7 0.3
H -0.877997 2.034689 -0.415638 -0.1 -0.4 0.1
H 3.751543 0.183029 -1.245008 0.3 0.1 0.1
C 3.623224 0.057896 1.483498 -0.7 -0.4 0.7
C -2.345984 0.428299 -0.187121 1.1 -0.4 -0.3
H 4.582246 0.480584 1.144804 -0.2 -0.3 0.3
H 2.896219 0.883658 1.516754 0.3 -0.1 0.1
C -3.856383 -1.461468 0.009365 -0.4 -0.6 -0.2
C -0.197013 -1.299125 -0.719407 0.5 -0.2 -0.2
O -3.435229 1.144717 0.104280 -0.3 0.6 0.2
H -2.934459 2.975153 -0.751154 -0.3 -0.2 0.8
C 3.086248 -0.977098 0.490533 0.3 -0.3 -0.4
H 2.686382 -1.131783 -1.651504 0.1 0.2 0.3
H 0.650908 -1.993524 -0.896684 -0.8 0.6 0.0
S 1.574496 0.906379 -1.067889 -0.6 -0.3 0.3
H 3.804699 -1.811896 0.325830 -0.3 0.5 0.3
H -2.555951 2.800241 1.008885 -0.1 0.0 0.0
H 2.138586 -1.448304 0.826132 0.5 0.4 0.0
C -0.002000 0.086183 -0.719162 0.7 0.1 0.3
C -2.552275 -0.972259 -0.268010 0.5 0.8 0.4
C -1.472229 -1.813339 -0.496784 0.4 -0.5 -0.5
H -4.283972 2.988976 0.465710 0.8 -0.5 -0.1
C 2.882387 -0.356317 -0.890702 -1.0 -0.6 -0.6
C -3.284677 2.557447 0.230049 -0.2 0.4 -0.9
N -4.893631 -1.926074 0.180775 0.0 0.1 0.1
H 3.670729 -0.388230 2.516486 0.3 0.6 -1.0
```
Positions in Å, forces in eV/Å.

Computed properties:
Frontier orbital gap: 8.892 eV
SMILES: CCCSc1ccc(C#N)c(OC)c1
ΔE to the lowest compared entry with this formula, charge and spin: 22.8 kcal/mol
Largest force on an atom: 1.3 eV/A



Question: What is the largest force on an atom in the third record?
Answer: 0.2 eV/A



Please write out number 1 again, unchanged.
Density functional theory data (wB97M-V/def2-TZVPD) for an isolated molecule of C4H6FNO in a non-equilibrium geometry.

```
13
Properties=species:S:1:pos:R:3:forces:R:3
O -0.245553 -1.386837 -1.924954 -0.1 -0.7 -0.2
F -0.382216 -2.188144 1.518178 0.2 0.9 -0.1
H 1.272105 -1.226845 0.805080 -0.8 0.0 0.6
H 0.507691 -0.444693 2.222156 -0.7 -0.5 -0.7
C -0.016712 1.295344 -0.127157 -0.1 0.4 2.3
C -0.458028 -0.163241 0.262164 -2.4 0.9 0.1
H 0.606746 1.255574 -2.243569 -0.9 -0.5 0.8
H 0.953990 1.501158 0.341808 -0.1 0.3 -0.3
C -0.251340 -0.432758 -1.210047 0.4 -0.7 -0.7
N 0.016708 0.872384 -1.477907 1.1 0.9 -2.2
C 0.270434 -0.972887 1.260376 2.5 -0.7 0.3
H -1.534487 -0.226137 0.502251 0.3 0.2 -0.1
H -0.739338 2.117082 0.071622 0.5 -0.6 0.1
```
Positions in Å, forces in eV/Å.

Computed properties:
Frontier orbital gap: 10.740 eV
SMILES: O=C1NC[C@@H]1CF
ΔE to the lowest compared entry with this formula, charge and spin: 13.2 kcal/mol
Largest force on an atom: 2.6 eV/A



Please write out number 2 again, unchanged.
Density functional theory data (wB97M-V/def2-TZVPD) for the ion C6H7O9 with charge -1 in a non-equilibrium geometry.

```
22
Properties=species:S:1:pos:R:3:forces:R:3
O 2.490785 0.970633 2.387057 1.2 0.0 -0.1
O -3.736944 0.879594 -0.418810 0.2 0.9 -1.4
H -0.018121 -1.091291 0.047576 -0.8 -1.7 0.7
O -2.437290 -2.137334 -0.495348 0.5 -0.1 0.1
C -2.786267 0.231728 -0.666101 1.5 -2.3 3.0
H 1.358739 1.550547 0.230489 0.4 0.0 -0.7
C -2.349945 -1.079916 0.114915 -1.8 0.2 -0.1
H 1.694297 1.410672 2.654589 -0.9 0.3 0.3
H 2.975704 -0.149783 0.767158 -0.3 -0.8 0.7
O -0.076841 0.090448 -2.849816 0.9 -0.9 3.9
O -2.054298 -0.807267 1.310151 0.6 -0.2 -0.2
C 0.960180 0.605030 0.591630 1.0 -0.4 0.1
O -1.624228 0.654922 -1.355070 0.0 1.4 -0.9
H 1.712623 -0.856287 2.067942 0.5 -0.2 -1.1
O 1.692326 -1.022173 -1.062963 -1.3 0.7 -0.2
C 2.118545 -0.023441 1.450011 -0.9 1.0 -0.4
H 1.728067 -0.584439 -1.915382 0.6 -0.3 -0.6
C 0.525727 -0.397709 -0.511446 0.7 1.0 -0.4
O -0.039391 1.010144 1.429213 -3.6 -2.1 1.7
O -0.882377 0.461514 -3.860790 -0.8 0.4 -0.3
C -0.463709 0.087857 -1.582241 0.2 0.7 -2.8
H -0.787584 0.196550 1.667236 2.0 2.3 -1.3
```
Positions in Å, forces in eV/Å.

Computed properties:
Net charge: -1
Frontier orbital gap (alpha / beta): 8.748 / 8.750 eV
ΔE to the lowest compared entry with this formula, charge and spin: 49.2 kcal/mol
Largest force on an atom: 4.4 eV/A



Question: Which value of ΔE to the lowest compared entry with this formula, charge and spin does entry 2 give?
Answer: 49.2 kcal/mol